Entry 1:
Density functional theory data (ωB97M-V/def2-TZVPD) for the molecule C17H15ClF3N3O.

```
40
Properties=species:S:1:pos:R:3:nbo_charge:R:1
C -1.4336 3.3382 -0.5267 -0.70
C -2.2013 1.9942 -0.4006 0.52
O -3.2991 2.0409 -0.9640 -0.51
C -1.6010 0.7807 0.3080 0.28
N -0.3132 0.4259 0.0958 -0.28
N 0.5797 1.0346 -0.7877 -0.43
C 1.7936 0.4277 -1.1794 0.18
C 2.2158 -0.7770 -0.5898 -0.26
C 3.3629 -1.4624 -1.0468 -0.17
C 4.1632 -0.9139 -1.9945 -0.26
C 3.7941 0.3386 -2.5343 -0.17
C 2.6028 1.0306 -2.1832 -0.16
C 2.1933 2.3451 -2.8355 0.97
F 3.1956 2.8774 -3.5705 -0.32
F 1.1746 2.1096 -3.6998 -0.33
F 1.7703 3.2489 -1.9403 -0.32
N -2.3536 -0.0480 1.1903 -0.47
C -3.8071 0.0980 1.3148 -0.40
C -1.7904 -1.1954 1.7530 0.25
C -1.5698 -1.2978 3.1375 -0.25
C -0.8532 -2.3819 3.7327 -0.19
C -0.3735 -3.4084 2.8637 -0.24
C -0.6496 -3.3250 1.4975 -0.04
Cl -0.1374 -4.6300 0.4799 0.01
C -1.3554 -2.2540 0.9440 -0.25
H -0.8072 3.4700 0.4054 0.22
H -0.8461 3.2628 -1.4215 0.23
H -2.1104 4.1860 -0.5944 0.25
H 0.3615 1.9102 -1.2322 0.38
H 1.5845 -1.2393 0.1561 0.24
H 3.6030 -2.4258 -0.5934 0.22
H 5.0669 -1.4358 -2.3708 0.22
H 4.4876 0.7630 -3.2358 0.22
H -4.1798 -0.6178 2.0922 0.22
H -4.0136 1.0971 1.6477 0.20
H -4.3415 -0.0801 0.3969 0.21
H -1.8919 -0.4812 3.7630 0.22
H -0.6696 -2.3750 4.8128 0.23
H 0.1922 -4.2381 3.2617 0.23
H -1.5432 -2.1925 -0.1519 0.24
```

Values from the calculation:
Kohn-Sham gap   7.554 eV
Molar mass   369.77 g/mol
Electronic energy   -1656.04986 Ha
SMILES   CC(=O)/C(=N\Nc1ccccc1C(F)(F)F)N(C)c1cccc(Cl)c1
Energy relative to the best compared isomer or geometry (same formula, charge and spin)   17.0 kcal/mol
Strongest force on any atom   0.068 hartree/bohr

***

Entry 2:
Density functional theory data (ωB97M-V/def2-TZVPD) for the molecule C17H15ClN2O2S.

```
38
Properties=species:S:1:pos:R:3:nbo_charge:R:1
C 1.6093 -3.7111 -5.3972 -0.30
C 1.5799 -4.3349 -4.1990 -0.51
S 0.0818 -4.5687 -3.3108 2.09
O -0.0461 -5.8068 -2.4498 -0.90
O -0.9901 -4.4828 -4.3391 -0.94
C -0.0007 -3.1497 -2.2447 -0.38
C -0.8603 -1.9954 -2.3732 -0.13
C -0.7948 -1.0356 -1.3854 -0.26
C 0.0541 -1.1103 -0.3283 0.20
N 0.1644 -0.0544 0.6770 -0.26
C 1.4338 0.2568 1.2464 -0.23
C 1.2116 1.6910 1.4675 -0.47
C -0.2692 1.8757 1.5802 0.18
C -0.9412 2.9960 2.4320 -0.05
C -2.2312 2.8636 2.9216 -0.18
C -2.7589 3.9414 3.6713 -0.20
C -2.0559 5.1053 3.8172 -0.08
Cl -2.6197 6.1501 4.9982 0.04
C -0.8002 5.2161 3.2613 -0.21
C -0.1883 4.2055 2.5520 -0.20
N -0.8287 0.8626 0.9132 -0.20
C 1.0869 -2.0867 -0.3083 -0.27
C 0.9950 -3.0981 -1.1860 -0.11
H 2.5351 -3.4051 -6.0027 0.23
H 0.6009 -3.3452 -5.6863 0.24
H 2.4664 -4.7456 -3.7544 0.23
H -1.7247 -1.9842 -3.0143 0.24
H -1.4951 -0.2833 -1.4579 0.23
H 2.3621 0.0753 0.5696 0.22
H 1.4256 -0.3285 2.1781 0.19
H 1.6890 2.1530 0.5008 0.22
H 1.7093 1.8760 2.3784 0.23
H -2.7942 1.9992 2.7533 0.23
H -3.6226 3.7502 4.3059 0.23
H -0.2054 6.0576 3.5794 0.22
H 0.7486 4.4703 2.1388 0.23
H 1.8240 -2.1132 0.5176 0.23
H 1.6494 -3.9059 -1.0225 0.22
```

Values from the calculation:
Kohn-Sham gap   7.618 eV
Molar mass   346.84 g/mol
Electronic energy   -1775.00781 Ha
SMILES   C=CS(=O)(=O)c1ccc(N2CCC(c3ccc(Cl)cc3)=N2)cc1
Energy relative to the best compared isomer or geometry (same formula, charge and spin)   153.9 kcal/mol
Strongest force on any atom   0.100 hartree/bohr

***

Entry 3:
Density functional theory data (ωB97M-V/def2-TZVPD) for a structure of composition C17H15ClO3Pr.

```
37
Properties=species:S:1:pos:R:3:nbo_charge:R:1
C 0.2003 3.1707 1.7168 -0.28
C -0.2159 3.5824 0.4232 -0.35
C 0.7080 3.0525 -0.5473 -0.40
H -0.9471 4.3646 0.2772 0.24
C 1.6040 2.1708 0.1650 -0.39
C 1.2298 2.2074 1.5554 -0.32
H 1.7038 1.6373 2.3541 0.23
H -0.1887 3.5707 2.6522 0.22
H 0.6563 3.1918 -1.6413 0.27
H 2.4039 1.5558 -0.2965 0.24
Pr -0.7342 0.9159 -0.1249 1.61
Cl -3.1379 1.5780 0.0460 -0.49
C -2.8269 1.2765 -3.1282 -0.37
C -1.5691 1.1425 -3.7839 -0.38
C -1.0233 2.4477 -3.9557 -0.38
H -1.1432 0.2147 -4.1639 0.20
C -1.9451 3.3870 -3.4082 -0.35
C -3.0581 2.6621 -2.8980 -0.33
H -3.9571 3.0935 -2.4609 0.20
H -3.5272 0.4709 -2.9123 0.20
H -0.0999 2.6934 -4.4807 0.19
H -1.8457 4.4721 -3.4356 0.19
O 0.8282 -4.2702 -0.3349 -0.68
C 1.0431 -4.1497 1.0053 0.38
C 1.6344 -5.2367 1.7072 -0.30
C 2.0148 -5.0523 3.0412 -0.17
C 1.8167 -3.7894 3.6488 -0.28
C 1.1586 -2.7383 2.9998 -0.13
C 0.7430 -2.9009 1.6769 -0.26
C 0.3304 -1.6873 0.8624 0.79
O -0.0231 -0.6420 1.5418 -0.75
O 0.3074 -1.6146 -0.4341 -0.74
H 0.6105 -3.3449 -0.6118 0.52
H 1.7308 -6.2197 1.2080 0.22
H 2.3926 -5.8910 3.6352 0.21
H 2.1712 -3.5646 4.6509 0.21
H 0.9550 -1.7568 3.4507 0.24
```

Values from the calculation:
Spin multiplicity   3
Kohn-Sham gap (spin up / spin down)   5.712 / 5.718 eV
Molar mass   443.66 g/mol
Electronic energy   -1859.87684 Ha
Energy relative to the best compared isomer or geometry (same formula, charge and spin)   0.0 kcal/mol
Strongest force on any atom   0.043 hartree/bohr
Net charge   -1

***

Entry 4:
Density functional theory data (ωB97M-V/def2-TZVPD) for a cluster of 3 separate species, C17H15F3N4 in total.

```
39
Properties=species:S:1:pos:R:3:nbo_charge:R:1
F -1.3821 0.9163 -2.6740 -0.32
C -0.5342 -0.1361 -2.6612 0.98
F -1.1523 -1.0847 -3.4084 -0.33
F 0.5837 0.2469 -3.2702 -0.30
C -0.3265 -0.5991 -1.2276 -0.16
C -0.4995 -1.9082 -0.9586 -0.16
C -0.3343 -2.3860 0.3756 -0.20
C -0.0155 -1.5268 1.3564 -0.16
C 0.1990 -0.1480 1.0976 0.07
N 0.5265 0.6568 2.1489 -0.34
C 0.6662 1.9073 1.7948 -0.01
C 0.5391 2.3859 0.4662 0.01
N 0.2341 1.6309 -0.5561 -0.36
C 0.0412 0.3261 -0.2071 0.18
H -0.7552 -2.6327 -1.7250 0.24
H -0.4914 -3.4408 0.5818 0.23
H 0.0865 -1.9005 2.3725 0.23
H 0.9073 2.6350 2.5716 0.20
H 0.7086 3.4471 0.2796 0.21
C -5.5524 -3.2131 -2.3760 -0.31
C -4.9977 -3.9176 -3.4771 -0.31
C -3.7577 -3.3858 -3.7176 -0.08
N -3.5437 -2.3866 -2.8088 -0.52
C -4.6299 -2.2781 -1.9852 -0.07
H -6.5167 -3.3748 -1.9230 0.22
H -5.4559 -4.7219 -4.0287 0.22
H -3.0121 -3.6308 -4.4556 0.21
H -2.7123 -1.8196 -2.7555 0.42
H -4.6533 -1.5462 -1.1951 0.21
C 4.7175 3.9031 4.1813 -0.29
C 5.7390 3.4730 3.2932 -0.31
C 5.1510 2.6685 2.3542 -0.07
N 3.8155 2.5920 2.6417 -0.51
C 3.5430 3.3459 3.7517 -0.09
H 4.8323 4.5482 5.0366 0.22
H 6.7853 3.7261 3.3390 0.22
H 5.5657 2.1446 1.5096 0.21
H 3.1401 2.0644 2.1186 0.41
H 2.5409 3.4196 4.1398 0.20
```

Values from the calculation:
Kohn-Sham gap   7.219 eV
Molar mass   332.33 g/mol
Electronic energy   -1175.42566 Ha
SMILES   FC(F)(F)c1cccc2nccnc12.c1cc[nH]c1.c1cc[nH]c1
Strongest force on any atom   0.030 hartree/bohr

***

Entry 5:
Density functional theory data (ωB97M-V/def2-TZVPD) for a structure of composition C17H15FeN2O4.

```
39
Properties=species:S:1:pos:R:3:mulliken_spin:R:1
C -6.4988 1.8183 0.0012 0.00
C -5.7526 3.0085 0.0253 0.00
C -4.3527 2.9387 0.1079 0.00
C -3.7047 1.6812 0.0967 0.00
C -2.1799 1.6238 0.1140 0.00
N -1.6800 0.3622 -0.3391 0.00
N -0.2064 0.2177 -0.4982 0.05
O -1.4742 2.5097 0.5689 0.00
C -4.4706 0.5071 0.1481 0.00
C -5.8677 0.5680 0.0663 0.00
H -7.5841 1.8553 -0.0514 0.00
H -6.2596 3.9819 -0.0190 0.00
H -3.7615 3.8615 0.1276 0.00
H -2.1801 0.0692 -1.1726 0.00
H -0.0277 1.0096 -1.1786 -0.01
H 0.1309 0.6027 0.3836 0.01
H -3.9349 -0.4447 0.2099 0.00
H -6.4329 -0.3670 0.0622 0.00
O 7.4865 -1.0348 1.5783 0.09
C 6.4959 -1.3186 1.0448 -0.01
Fe 4.7141 -1.2934 0.8770 2.71
C 4.1906 -1.1358 2.5481 -0.01
O 3.7156 -0.7767 3.5523 0.04
C 4.6212 0.4679 0.8151 -0.03
O 4.4405 1.6059 0.9758 -0.03
C 0.3816 -1.2309 -0.6747 -0.06
C 1.3189 -0.9195 -1.8182 0.45
C 2.6738 -0.7474 -1.9123 -0.11
C 3.7044 -1.4280 -1.2759 0.38
C 3.5201 -2.4276 -0.2735 0.02
C 2.3752 -2.4442 0.6609 -0.14
C 1.3096 -1.5697 0.5569 0.56
H -0.4966 -1.9161 -0.9168 0.02
H 0.7185 -0.4564 -2.5926 0.04
H 3.0172 -0.0081 -2.6251 -0.01
H 4.6888 -1.3736 -1.7433 0.00
H 3.9625 -3.4240 -0.4269 -0.01
H 2.5245 -3.1979 1.5166 0.04
H 0.8746 -1.1743 1.4806 0.01
```

Values from the calculation:
Spin multiplicity   5
Kohn-Sham gap (spin up / spin down)   6.987 / 6.019 eV
Molar mass   367.16 g/mol
Electronic energy   -2330.48894 Ha
Energy relative to the best compared isomer or geometry (same formula, charge and spin)   0.3 kcal/mol
Strongest force on any atom   0.147 hartree/bohr
Net charge   +1

***

Entry 6:
Density functional theory data (ωB97M-V/def2-TZVPD) for a structure of composition C17H15N3O2.

```
37
Properties=species:S:1:pos:R:3:nbo_charge:R:1
N 2.5530 -3.7742 2.9250 -0.28
C 2.3098 -2.6850 2.7189 0.27
N 0.2414 -1.5858 2.0527 -0.44
O 3.3495 2.6001 -1.5853 -0.52
O 0.9582 -0.8081 0.0788 -0.49
C -0.0527 -1.1239 0.9502 0.53
C -3.4868 2.2743 -1.1875 -0.21
C -3.5720 -2.4194 0.5456 -0.23
C -2.0972 2.1546 -1.1528 -0.20
C -2.1397 -2.3779 0.7395 -0.15
C -4.1472 1.0668 -0.8348 -0.19
C -4.1794 -1.2558 -0.0081 -0.18
C -1.4449 1.1371 -0.5194 -0.19
C -1.4415 -1.0512 0.5978 -0.08
C -3.5173 -0.0680 -0.2865 -0.01
C -2.1208 -0.0193 -0.0669 -0.06
N 2.5817 0.4051 0.6052 -0.65
C 1.6508 -1.4842 2.2072 -0.21
C 4.2636 1.9738 -0.7567 -0.07
C 2.7173 1.3911 -1.8590 -0.08
C 2.1230 -1.0031 0.7687 0.24
C 3.3887 0.7026 -0.7392 -0.09
H -3.8912 3.2274 -1.4791 0.23
H -4.1962 -3.3414 0.7992 0.23
H -1.5590 3.0819 -1.4655 0.21
H -1.5770 -3.1212 1.3413 0.24
H -5.2241 1.1502 -0.9394 0.21
H -5.2278 -1.3263 -0.3443 0.21
H -0.4239 1.1588 -0.2368 0.20
H 1.7717 1.0535 0.7376 0.37
H 1.7401 -0.6050 2.9130 0.25
H 4.2331 2.3786 0.3094 0.19
H 5.2555 1.8362 -1.1424 0.18
H 2.9945 1.0620 -2.8503 0.17
H 1.6320 1.3932 -1.8982 0.18
H 2.7313 -1.8000 0.2989 0.20
H 3.8036 -0.1980 -1.2367 0.21
```

Values from the calculation:
Kohn-Sham gap   8.016 eV
Molar mass   293.33 g/mol
Electronic energy   -971.37996 Ha
Energy relative to the best compared isomer or geometry (same formula, charge and spin)   131.7 kcal/mol
Strongest force on any atom   0.109 hartree/bohr